# 1
The following is a quantum chemistry calculation of an isolated ion of composition CH3N4 and charge +1, from the Open Molecules 2025 dataset.

SMILES string: [H]/N=N/N=C=[NH2+]

Geometry as ORCA input:
```
! wB97M-V def2-TZVPD RIJCOSX def2/J DEFGRID3
* xyz 1 1
C 0.323 0.537 -0.426
N -0.528 -0.051 -1.034
N -1.269 -0.940 -0.469
N -0.671 -1.864 0.120
N 0.969 1.330 0.263
H -1.309 -2.472 0.584
H 2.004 1.189 0.261
H 0.481 2.271 0.700
*
```


# 2
The following is a quantum chemistry calculation of a 11-piece molecular cluster, C40H105F2N6O24S2 overall, from the Open Molecules 2025 dataset.

Geometry as ORCA input:
```
! wB97M-V def2-TZVPD RIJCOSX def2/J DEFGRID3
* xyz -1 1
N 7.946 2.078 8.706
S 7.750 2.101 7.139
O 8.073 3.299 6.396
O 6.788 1.194 6.573
F 9.168 1.320 6.810
S 6.378 2.827 8.891
O 5.145 2.089 8.526
O 6.395 4.264 8.668
F 6.227 2.742 10.513
C -0.684 -5.459 12.472
O 0.449 -5.536 11.666
C 1.139 -4.328 11.330
C 2.315 -4.634 10.371
N 2.897 -3.373 9.911
C 3.693 -3.584 8.693
C 3.991 -2.279 7.930
O 2.756 -1.753 7.509
C 2.920 -0.561 6.750
H -0.325 -5.300 13.489
H -1.112 -6.453 12.342
H -1.402 -4.676 12.228
H 1.572 -3.828 12.197
H 0.416 -3.682 10.833
H 1.963 -5.213 9.517
H 3.069 -5.165 10.952
H 2.097 -2.813 9.654
H 3.057 -4.127 7.995
H 4.504 -4.292 8.863
H 4.582 -2.492 7.038
H 4.572 -1.625 8.580
H 3.433 -0.811 5.821
H 3.450 0.275 7.208
H 2.005 -0.087 6.395
C -0.816 5.913 10.464
O -0.209 6.106 9.173
C 1.139 5.728 9.091
C 1.491 5.417 7.647
N 1.248 4.030 7.183
C 2.279 3.034 7.646
C 2.172 2.593 9.088
O 0.841 2.701 9.476
C 0.625 2.308 10.847
H -1.004 4.893 10.797
H -1.846 6.271 10.441
H -0.302 6.387 11.300
H 1.371 4.910 9.774
H 1.696 6.559 9.524
H 2.533 5.717 7.534
H 0.936 6.056 6.960
H 0.461 3.743 7.746
H 3.272 3.374 7.355
H 1.902 2.170 7.098
H 2.856 3.132 9.743
H 2.543 1.570 9.150
H 1.085 3.017 11.534
H 0.944 1.283 11.035
H -0.442 2.407 11.049
C 12.444 8.465 6.800
O 12.139 7.317 7.637
C 10.806 6.851 7.438
C 10.575 6.078 6.148
N 11.539 5.037 5.819
C 11.799 4.104 6.885
C 12.512 2.883 6.398
O 13.775 3.241 5.886
C 14.498 2.146 5.272
H 11.901 9.353 7.122
H 12.099 8.235 5.792
H 13.497 8.745 6.778
H 10.048 7.608 7.644
H 10.477 6.188 8.238
H 10.584 6.669 5.232
H 9.607 5.578 6.175
H 12.358 5.615 5.699
H 10.861 3.713 7.280
H 12.426 4.578 7.640
H 11.833 2.396 5.698
H 12.663 2.155 7.196
H 14.583 1.315 5.971
H 15.500 2.518 5.057
H 14.149 1.796 4.301
C 9.469 -1.455 -0.519
O 9.438 -1.173 0.894
C 8.238 -0.672 1.360
C 8.246 -0.406 2.861
N 8.076 -1.699 3.608
C 7.754 -1.743 5.049
C 7.828 -3.240 5.486
O 6.934 -3.528 6.599
C 7.369 -2.837 7.770
H 9.087 -0.609 -1.091
H 8.714 -2.183 -0.816
H 10.457 -1.833 -0.780
H 7.369 -1.252 1.052
H 8.200 0.307 0.881
H 7.348 0.175 3.069
H 9.069 0.196 3.245
H 7.462 -2.324 3.105
H 6.789 -1.256 5.190
H 8.502 -1.195 5.622
H 8.850 -3.547 5.708
H 7.679 -3.876 4.614
H 6.661 -3.127 8.546
H 7.394 -1.751 7.681
H 8.333 -3.210 8.118
C 4.800 15.151 7.762
O 6.018 14.527 8.198
C 5.882 13.098 8.259
C 7.204 12.683 8.915
N 7.043 11.438 9.632
C 8.395 10.930 9.913
C 8.274 9.577 10.551
O 8.021 8.532 9.599
C 8.214 7.197 10.125
H 4.719 16.148 8.196
H 3.889 14.623 8.044
H 4.804 15.220 6.674
H 5.603 12.734 7.270
H 5.057 12.805 8.908
H 7.616 13.437 9.586
H 7.829 12.561 8.030
H 6.660 10.786 8.962
H 8.852 11.558 10.678
H 9.007 10.768 9.026
H 7.525 9.588 11.342
H 9.249 9.407 11.007
H 9.268 7.006 10.330
H 8.037 6.351 9.461
H 7.509 7.086 10.949
C 7.636 -0.669 10.763
C 7.956 -1.872 11.616
O 6.881 -1.949 12.516
O 8.557 -0.318 9.734
H 7.328 0.230 11.296
H 6.692 -0.873 10.256
H 8.998 -1.804 11.930
H 7.873 -2.749 10.974
H 6.058 -1.819 12.040
H 8.347 0.540 9.358
C 4.208 4.731 12.869
C 4.875 6.093 12.647
O 5.802 6.349 13.669
O 3.083 4.609 11.996
H 3.923 4.508 13.897
H 4.876 3.922 12.575
H 4.224 6.967 12.607
H 5.417 6.177 11.705
H 6.525 5.789 13.376
H 2.359 5.051 12.445
C 9.958 2.427 11.492
C 11.014 2.567 10.364
O 10.510 2.125 9.075
O 8.739 3.066 11.037
H 10.249 2.761 12.488
H 9.611 1.404 11.639
H 11.881 1.964 10.633
H 11.461 3.562 10.368
H 9.553 2.197 9.038
H 8.464 2.813 10.152
C 11.943 -1.426 6.646
C 11.317 -1.104 8.009
O 12.139 -0.262 8.807
O 13.136 -2.176 6.692
H 12.158 -0.517 6.084
H 11.197 -1.910 6.015
H 11.120 -2.037 8.537
H 10.360 -0.604 7.857
H 11.570 0.489 8.990
H 13.228 -2.417 5.767
C 8.830 3.883 3.205
C 10.030 2.931 3.271
O 11.203 3.677 3.450
O 7.656 3.151 2.926
H 9.022 4.704 2.514
H 8.732 4.179 4.249
H 10.156 2.349 2.358
H 9.765 2.295 4.116
H 11.061 3.877 4.379
H 6.921 3.756 3.048
*
```


# 3
The following is a quantum chemistry calculation of a 2-piece molecular cluster, C50H46N5O overall, from the Open Molecules 2025 dataset.

Geometry as ORCA input:
```
! wB97M-V def2-TZVPD RIJCOSX def2/J DEFGRID3
* xyz 1 1
C -0.373 2.203 -2.082
O -0.223 1.073 -1.188
C -0.678 -0.165 -1.479
C -1.744 -0.316 -2.519
C -1.444 -0.915 -3.762
C -2.472 -1.243 -4.646
C -3.795 -0.931 -4.326
C -4.080 -0.220 -3.158
C -3.043 0.152 -2.305
C 0.292 -1.212 -1.387
N 0.010 -2.528 -1.639
C -1.217 -3.203 -1.620
C -1.351 -4.309 -2.460
C -2.618 -4.872 -2.623
C -3.700 -4.371 -1.887
C -3.518 -3.333 -0.961
C -2.259 -2.757 -0.805
N 1.108 -3.223 -2.063
C 2.107 -2.372 -2.032
C 3.479 -2.741 -2.365
C 4.616 -2.053 -1.879
C 5.894 -2.450 -2.270
C 6.061 -3.560 -3.110
C 4.943 -4.293 -3.538
C 3.662 -3.891 -3.164
N 1.671 -1.108 -1.611
C 2.375 0.096 -1.899
C 2.583 1.018 -0.884
C 3.362 2.150 -1.137
C 3.875 2.367 -2.418
C 3.617 1.458 -3.449
C 2.858 0.313 -3.187
H -0.043 3.064 -1.495
H 0.274 2.051 -2.956
H -1.424 2.319 -2.383
H -0.396 -1.107 -4.010
H -2.228 -1.752 -5.580
H -4.604 -1.225 -4.996
H -5.107 0.054 -2.910
H -3.219 0.782 -1.437
H -0.479 -4.663 -3.008
H -2.750 -5.697 -3.324
H -4.697 -4.797 -2.025
H -4.359 -2.971 -0.367
H -2.054 -1.969 -0.084
H 4.483 -1.208 -1.203
H 6.762 -1.891 -1.912
H 7.065 -3.860 -3.418
H 5.070 -5.179 -4.162
H 2.778 -4.444 -3.482
H 2.154 0.836 0.103
H 3.561 2.845 -0.319
H 4.482 3.252 -2.616
H 4.006 1.622 -4.454
H 2.655 -0.422 -3.972
C -4.592 4.513 -0.926
N -3.583 3.737 -0.219
C -3.608 2.392 -0.037
C -2.416 1.965 0.617
C -1.896 0.674 0.770
C -1.178 0.357 2.014
C 0.184 -0.002 1.979
C 0.937 -0.175 3.131
C 0.303 -0.165 4.408
N 1.015 -0.473 5.533
C 2.359 -0.996 5.436
C 3.138 -0.299 4.337
C 2.403 -0.424 3.006
C 0.352 -0.795 6.777
C -0.849 0.100 7.009
C -1.791 0.090 5.805
C -1.089 0.130 4.480
C -1.780 0.415 3.308
C -1.688 3.209 0.927
C -0.426 3.467 1.442
C 0.103 4.761 1.302
C -0.630 5.789 0.683
C -1.938 5.562 0.229
C -2.430 4.269 0.362
H -4.124 5.402 -1.365
H -5.034 3.896 -1.720
H -5.396 4.841 -0.250
H -4.461 1.794 -0.347
H -2.407 -0.138 0.261
H 0.649 -0.122 0.998
H 2.838 -0.848 6.411
H 2.324 -2.084 5.242
H 3.258 0.760 4.592
H 4.134 -0.743 4.268
H 2.556 -1.434 2.594
H 2.841 0.274 2.281
H 0.041 -1.856 6.783
H 1.086 -0.670 7.581
H -1.375 -0.241 7.904
H -0.504 1.123 7.197
H -2.406 -0.822 5.851
H -2.486 0.933 5.883
H -2.838 0.683 3.369
H 0.111 2.670 1.950
H 1.105 4.972 1.677
H -0.180 6.773 0.555
H -2.557 6.335 -0.222
*
```


# 4
The following is a quantum chemistry calculation of the molecule CHBr2NO, from the Open Molecules 2025 dataset.

Geometry as ORCA input:
```
! wB97M-V def2-TZVPD RIJCOSX def2/J DEFGRID3
* xyz 0 3
C 0.715 -0.456 0.290
N -0.658 0.425 -0.353
O 0.505 -1.590 0.573
Br 2.202 0.556 -0.089
Br -2.287 -0.344 -0.066
H -0.476 1.410 -0.355
*
```


# 5
The following is a quantum chemistry calculation of an isolated ion of composition C2H5N2O and charge +1, from the Open Molecules 2025 dataset.

SMILES string: NC(=[NH2+])C=O

Geometry as ORCA input:
```
! wB97M-V def2-TZVPD RIJCOSX def2/J DEFGRID3
* xyz 1 1
C 0.964 1.366 0.768
C 0.341 0.136 0.048
N -1.074 -0.282 0.415
N 0.975 -0.256 -0.978
O 1.871 1.932 0.301
H 0.640 1.627 1.778
H -1.540 -0.375 1.330
H -1.479 -1.132 -0.049
H 1.751 0.432 -1.264
H 0.736 -1.000 -1.616
*
```


Calculated values (Eh/bohr) of strongest force on any atom for the records, taken in order: 0.11317 0.16921 0.06018 0.12289 0.12616.
Calculated values (eV) of DFT total energy for the records, taken in order: -7034.4247 -128356.3777 -62086.5373 -144670.2553 -7174.4599.
Calculated values (kJ/mol) of energy above the lowest of the compared OMol25 structures with the same formula, charge and spin for the records, taken in order: 402.07 0.00 19.23 102.17 151.66.